116
Properties=species:S:1:pos:R:3:lowdin_charge:R:1 method="wB97M-V/def2-TZVPD" lumo_energy_ev=-0.59 energy_ha=-2696.7973 max_force_ha_per_bohr=0.1862
C -12.9600 -5.1180 15.1230 -0.06
C -13.7240 -4.3860 16.2170 -0.22
O -13.0170 -3.1140 16.4090 -0.13
H -11.9380 -5.3470 15.3660 0.04
H -12.8100 -4.3990 14.3030 0.06
H -13.5760 -5.9090 14.7020 0.09
H -13.9290 -5.0250 17.1140 0.11
H -14.7300 -4.2270 15.9130 0.08
H -13.5070 -2.6480 17.1000 0.05
C -7.5980 -4.2790 14.7710 -0.08
C -8.8810 -4.7160 14.0980 -0.34
O -9.4260 -3.6200 13.4690 -0.07
H -7.6960 -3.5420 15.5670 0.06
H -6.7530 -3.9590 14.1920 0.07
H -7.2070 -5.0780 15.3150 0.04
H -9.4340 -5.1830 14.8640 0.07
H -8.7170 -5.4440 13.3280 0.11
H -9.9990 -3.0190 13.9940 0.05
C -9.8230 -3.3600 17.7160 -0.50
O -10.0350 -2.0050 17.3890 -0.10
N -8.7740 -3.8590 18.3470 0.13
N -10.6390 -4.2810 17.2940 0.16
H -7.9790 -3.2760 18.4740 0.13
H -8.3440 -4.8550 18.3460 0.20
H -11.4310 -3.9460 16.7330 0.09
H -10.3260 -5.2800 17.2550 0.17
C -17.3210 -4.9090 13.2650 -0.61
O -16.9800 -4.7030 11.9410 -0.15
N -16.8220 -5.9260 13.9150 0.13
N -17.9900 -4.0310 14.0030 0.17
H -16.1880 -6.6480 13.4830 0.14
H -16.8480 -6.1330 14.9950 0.10
H -18.2710 -3.1240 13.6040 0.13
H -17.9100 -4.0080 14.9890 0.03
C -13.2480 -0.4340 17.8530 -0.68
O -14.4470 -0.9350 17.4600 -0.10
N -12.3890 -1.1070 18.5260 0.13
N -12.8270 0.7300 17.5760 0.18
H -12.5950 -2.1040 19.0210 0.07
H -11.3740 -1.0710 18.2270 0.09
H -13.2740 1.2370 16.7700 0.16
H -11.8660 1.0280 17.6660 0.13
C -10.8810 -9.2930 15.5470 -0.62
O -11.4170 -8.0330 15.5710 -0.13
N -11.4690 -10.3670 15.9700 0.16
N -9.7030 -9.5130 15.0280 0.14
H -12.4370 -10.2330 16.3770 0.05
H -11.0080 -11.2250 16.1850 0.11
H -9.0680 -8.6980 14.7410 0.16
H -9.2560 -10.4460 15.1270 0.13
C -14.1230 -2.9950 20.0500 -0.54
O -14.9190 -3.9830 19.4590 -0.10
N -12.8150 -3.1990 20.0690 0.14
N -14.5730 -1.8370 20.3790 0.21
H -12.3600 -4.1160 19.8040 0.08
H -12.2190 -2.6900 20.7210 0.15
H -15.5700 -1.5960 20.4000 0.15
H -13.9150 -1.1220 20.7710 0.16
C -14.2750 -9.1600 17.3290 -0.65
O -14.9990 -9.5210 18.4440 -0.08
N -13.9900 -9.9910 16.3970 0.09
N -13.7100 -8.0490 17.0830 0.19
H -14.3560 -10.9500 16.6670 0.17
H -14.1680 -9.8080 15.3610 0.19
H -13.6970 -7.3390 17.7400 0.04
H -12.9930 -7.9110 16.3560 0.08
C -10.7700 -5.7230 20.3990 -0.66
O -11.1970 -6.5850 21.3730 -0.12
N -11.5300 -5.4890 19.3450 0.11
N -9.5990 -5.2200 20.4480 0.13
H -12.4580 -5.9410 19.2290 0.06
H -11.2630 -4.8820 18.4830 0.05
H -8.9750 -5.3570 21.2990 0.16
H -9.2820 -4.5100 19.6500 0.06
C -13.9560 -3.8420 11.6130 -0.16
O -12.8570 -3.4700 10.8250 -0.08
H -13.9600 -3.1350 12.5010 0.08
H -13.9160 -4.7860 12.1930 0.07
H -14.9040 -3.9090 11.0700 0.07
H -12.4110 -2.7990 11.2450 0.04
C -11.2480 -5.8710 11.8180 -0.20
O -12.3440 -6.3130 11.0950 -0.14
H -11.5640 -5.2790 12.6820 0.05
H -10.8330 -5.1020 11.2320 0.06
H -10.6160 -6.7450 12.1710 0.10
H -12.6890 -5.5400 10.5730 0.08
C -14.1510 -6.9740 20.3650 -0.12
O -13.9880 -6.3920 19.0930 -0.21
H -14.6520 -6.2430 21.0260 0.10
H -13.2710 -7.4090 20.8600 0.08
H -14.7000 -7.8940 20.3650 0.06
H -14.4050 -5.5180 19.2410 0.02
C -11.4000 -0.8970 14.5850 -0.12
O -11.4520 -2.2830 14.4030 -0.14
H -11.5060 -0.6130 15.5610 0.02
H -12.3070 -0.6010 14.0530 0.09
H -10.5810 -0.3700 14.0220 0.11
H -11.9320 -2.5630 15.1770 0.01
C -17.0760 -3.4600 17.3710 -0.15
O -18.2430 -2.9680 16.7410 -0.14
H -16.3120 -2.6670 17.4080 0.07
H -16.7970 -4.2910 16.7000 0.06
H -17.3880 -3.8860 18.2660 0.06
H -18.6220 -2.1820 17.1480 0.09
C -15.3310 -1.7060 14.5460 -0.19
O -15.1340 -0.3920 14.8240 -0.10
H -16.1510 -2.2020 15.0960 0.07
H -14.4260 -2.3350 14.6380 0.06
H -15.4840 -1.5070 13.4220 0.12
H -14.8450 -0.3780 15.6890 -0.03
C -17.2710 -6.9890 17.4220 -0.13
O -16.2610 -6.7660 16.4520 -0.18
H -18.2610 -6.3420 17.2930 0.13
H -16.8240 -6.7210 18.3990 0.08
H -17.5840 -8.0240 17.4810 0.07
H -15.5140 -7.3720 16.5560 0.05